15
Properties=species:S:1:pos:R:3 method="wB97M-V/def2-TZVPD" gap_ev=9.181 total_energy_ha=-362.0596 total_charge=+1 e_above_lowest_kcal_mol=96.5 spin_multiplicity=1
C -2.054 1.301 -0.386
C 1.145 0.683 -0.999
C -1.735 -0.710 0.772
C 2.736 -0.664 0.120
N -1.371 0.263 -0.097
O 0.953 1.656 -1.577
O 1.452 -0.277 -0.311
H -3.045 1.370 -0.059
H -1.797 1.882 -1.237
H -0.909 -1.009 1.479
H -1.845 -1.598 0.098
H -2.831 -0.650 1.330
H 2.765 -1.675 0.469
H 2.995 -0.036 0.948
H 3.540 -0.536 -0.550

---

120
Properties=species:S:1:pos:R:3 method="wB97M-V/def2-TZVPD" gap_ev=10.016 total_energy_ha=-3057.3965 total_charge=0 e_above_lowest_kcal_mol=226.5 spin_multiplicity=1
H 1.363 -3.127 3.272
H 2.739 -2.363 3.188
O 1.974 -2.599 2.642
H 0.069 4.457 2.172
H -1.016 5.150 1.376
O -0.599 4.257 1.513
H 2.438 -2.463 0.922
H 3.388 -2.230 -0.124
O 2.442 -2.468 -0.030
H 2.390 4.542 1.222
H 3.533 5.214 0.597
O 2.518 5.113 0.420
H -3.402 4.996 -3.657
H -2.414 3.882 -3.223
O -3.136 4.458 -2.905
H -1.679 -3.561 -0.187
O -1.686 -2.496 -0.237
H -3.805 -3.331 0.480
O -4.640 -3.427 -0.015
H -4.163 0.226 3.113
H -2.610 0.032 3.380
O -3.496 -0.044 3.776
H 4.875 0.433 -0.290
H 5.020 1.877 -0.662
O 5.421 0.977 -0.836
H -0.062 0.150 3.466
H -0.296 0.317 4.985
O -0.218 -0.394 4.279
H -1.586 1.808 5.398
H -0.783 1.108 6.677
O -0.763 1.524 5.824
H 2.967 -4.709 -2.992
O 2.721 -3.771 -3.046
H -3.033 1.960 4.065
H -3.480 3.210 3.652
O -3.620 2.629 4.418
H 4.415 0.071 4.614
H 4.649 -1.239 4.913
O 4.923 -0.712 4.178
H 2.328 0.958 -4.724
H 1.206 0.790 -3.947
O 1.880 1.474 -4.093
H 2.673 2.964 -2.100
H 3.836 2.142 -2.846
O 3.449 2.430 -2.063
H 5.351 -2.875 -3.227
H 4.251 -2.732 -2.137
O 5.211 -2.849 -2.295
H -1.155 -0.470 -5.853
H -1.676 -1.971 -5.593
O -0.945 -1.422 -5.753
H -2.211 -0.857 0.461
O -2.147 0.087 0.783
H 2.058 5.550 3.844
H 1.104 4.452 3.832
O 1.197 5.336 3.493
H -3.726 2.811 -1.904
O -3.090 2.125 -1.981
H 2.605 0.733 5.623
H 1.594 0.326 4.437
O 2.463 0.516 4.732
H -1.681 -0.485 -3.028
H -0.270 -0.657 -2.274
O -1.071 -1.083 -2.566
H 0.255 2.054 1.227
H 0.205 0.648 1.478
O 0.434 1.429 1.951
H 0.203 -3.586 5.206
H -0.247 -2.671 4.114
O 0.168 -3.522 4.231
H -1.865 1.598 -5.235
H -1.009 2.184 -6.367
O -1.054 1.470 -5.744
H 1.002 -4.128 -1.376
H 0.145 -3.000 -2.194
O 0.250 -3.911 -1.929
H 4.529 0.607 2.065
H 3.738 1.488 3.011
O 4.445 1.489 2.415
H 2.694 0.352 -1.724
H 1.775 -1.082 -1.725
O 1.950 -0.163 -1.511
H -3.997 3.181 1.773
H -4.859 4.036 2.642
O -4.237 4.095 1.936
H -3.807 0.545 -4.988
H -3.765 1.383 -3.520
O -3.391 1.003 -4.270
H 2.693 -5.506 0.298
O 1.819 -5.090 0.254
H -2.163 -2.395 2.531
H -3.448 -3.153 3.347
O -2.580 -2.826 3.287
H -1.323 0.499 0.485
H -0.828 -2.296 0.092
H -2.695 1.839 -1.200
H -4.515 -4.153 -0.680
H 1.810 -3.995 -2.678
H 1.977 -4.402 0.898
O 1.230 -3.413 -5.298
H 2.076 -3.652 -4.879
H 0.485 -3.073 -4.817
O -5.386 -0.202 -0.425
H -5.587 -1.088 -0.697
H -4.803 0.206 -1.034
O 0.214 -0.889 0.373
H 0.585 -1.657 0.913
H 0.847 -0.608 -0.334
O -3.004 4.840 -0.043
H -2.948 4.594 -1.007
H -2.647 5.755 -0.219
O -0.527 2.254 -0.499
H -0.323 2.986 0.047
H 0.240 1.974 -0.958
O 2.077 -0.898 -4.875
H 2.354 -1.813 -4.734
H 1.273 -1.139 -5.391
O -1.800 -5.035 0.000
H -0.971 -5.220 -0.562
H -2.286 -4.695 -0.820

---

95
Properties=species:S:1:pos:R:3 method="wB97M-V/def2-TZVPD" gap_ev=5.206 total_energy_ha=-5338.7718 total_charge=+2 e_above_lowest_kcal_mol=79.1 spin_multiplicity=1
Ta -0.396 1.245 0.148
C -1.942 4.708 -2.036
C -1.115 3.608 -1.897
N -1.336 3.013 -0.716
N -2.293 3.733 -0.079
C -2.668 4.750 -0.855
B -2.738 3.350 1.353
N -1.487 3.332 2.257
C -1.180 4.053 3.336
C 0.111 3.734 3.736
C 0.540 2.797 2.814
N -0.437 2.546 1.927
N -3.293 1.916 1.299
C -4.506 1.488 1.648
C -4.592 0.132 1.390
C -3.353 -0.192 0.867
N -2.556 0.888 0.806
H -1.998 5.391 -2.864
H -0.356 3.227 -2.561
H -3.414 5.447 -0.514
H -3.556 4.110 1.763
H -1.890 4.753 3.742
H 0.660 4.143 4.565
H 1.491 2.293 2.734
H -5.226 2.176 2.056
H -5.428 -0.521 1.559
H -3.011 -1.168 0.568
C 3.864 -1.309 4.303
C 3.906 -1.040 2.940
C 2.731 -0.872 2.228
C 1.502 -0.979 2.884
C 1.461 -1.243 4.252
C 2.646 -1.409 4.955
P -0.052 -0.821 1.969
C -1.408 -1.052 3.141
C -2.189 -2.190 3.321
C -3.233 -2.186 4.235
C -3.508 -1.050 4.980
C -2.731 0.088 4.814
C -1.691 0.089 3.900
C -0.028 -2.117 0.660
C -0.554 -3.354 0.638
C -0.864 -4.148 -0.556
C -1.168 -3.759 -1.821
C -1.273 -2.398 -2.303
C -1.828 -2.044 -3.513
C -2.014 -0.689 -3.802
C -1.737 0.375 -2.910
C -1.140 0.116 -1.709
C -0.880 -1.309 -1.405
H 4.784 -1.442 4.855
H 4.856 -0.964 2.431
H 2.784 -0.667 1.171
H 0.516 -1.325 4.771
H 2.613 -1.619 6.015
H -2.011 -3.092 2.759
H -3.828 -3.080 4.367
H -4.320 -1.054 5.694
H -2.930 0.974 5.401
H -1.092 0.984 3.788
H -0.803 -3.847 1.567
H -0.950 -5.212 -0.367
H -1.440 -4.532 -2.529
H -2.134 -2.795 -4.229
H -2.432 -0.442 -4.770
H -2.002 1.379 -3.215
Br -0.237 -1.282 -6.894
C 1.382 -1.214 -5.913
C 2.105 -2.379 -5.721
C 3.301 -2.312 -5.024
C 3.737 -1.107 -4.489
C 3.024 0.063 -4.725
C 1.842 0.010 -5.445
N 5.016 -1.173 -3.815
N 5.255 -0.576 -2.763
C 4.214 0.155 -2.081
C 4.439 1.511 -1.831
C 3.480 2.296 -1.206
C 2.317 1.667 -0.787
O 1.225 2.262 -0.238
C 2.155 0.304 -0.940
N 0.957 -0.151 -0.426
C 0.472 -1.502 -0.661
C 1.545 -2.358 -1.302
C 2.727 -1.897 -1.708
C 3.078 -0.488 -1.602
H 1.761 -3.315 -6.137
H 3.915 -3.194 -4.896
H 3.395 1.019 -4.382
H 1.295 0.916 -5.663
H 5.366 1.950 -2.174
H 3.624 3.356 -1.058
H -1.654 -1.459 -0.615
H 1.355 -3.417 -1.364
H 3.455 -2.597 -2.096